[1]
16
Properties=species:S:1:pos:R:3:lowdin_charge:R:1 method="wB97M-V/def2-TZVPD" charge=+1 relative_energy_kj_mol=130.30 lumo_ev=-2.91 energy_ev=-6262.2311 homo_lumo_gap_ev=11.8
C 0.978 -0.713 1.006 -0.013
N 0.268 -0.205 -0.210 -0.187
C 0.014 -1.268 -1.219 -0.023
C -1.117 0.850 0.125 -0.077
N -0.550 2.068 0.331 0.072
H 1.068 -1.799 0.944 0.097
H 1.959 -0.285 1.160 0.104
H 0.286 -0.606 1.842 0.094
H 0.929 0.449 -0.624 0.144
H -0.525 -2.071 -0.727 0.108
H 0.961 -1.707 -1.537 0.105
H -0.356 -0.800 -2.128 0.102
H -1.509 0.693 -0.867 0.122
H -1.470 0.242 0.941 0.121
H -0.094 2.302 1.198 0.115
H -0.843 2.848 -0.234 0.116

[2]
46
Properties=species:S:1:pos:R:3:lowdin_charge:R:1 method="wB97M-V/def2-TZVPD" relative_energy_kj_mol=759.69 lumo_ev="-0.40 / -2.25" energy_ev=-112579.2842 homo_lumo_gap_ev="7.5 / 5.6"
Pb -1.538 2.162 -0.464 0.903
Cl -0.224 -0.944 -2.842 0.562
C 0.996 -1.885 -2.141 -0.485
Cl -1.141 -1.966 0.845 0.977
H 1.808 -1.367 -1.660 -0.021
H 0.900 -2.955 -2.191 0.002
S -2.396 3.131 -2.661 0.015
S -3.485 1.498 -3.195 -0.081
S -5.261 1.615 -2.078 -0.013
S -4.843 2.015 -0.229 0.092
O 0.194 1.024 0.831 -0.298
N 1.249 0.813 0.160 0.011
N 1.422 1.638 -0.801 -0.210
O 0.576 2.627 -1.046 -0.243
C 2.515 1.443 -1.704 -0.198
C 3.658 0.786 -1.269 -0.031
C 4.686 0.572 -2.172 -0.074
C 4.575 1.019 -3.483 -0.079
C 3.430 1.688 -3.891 -0.064
C 2.388 1.906 -3.002 -0.011
H 3.735 0.456 -0.244 0.113
H 5.582 0.062 -1.845 0.107
H 5.384 0.852 -4.181 0.105
H 3.340 2.041 -4.909 0.109
H 1.487 2.421 -3.302 0.117
O -1.832 -0.821 3.251 0.004
C -2.618 0.084 2.617 -0.356
O -3.477 0.680 3.176 0.111
C -0.704 -1.267 2.523 -0.456
N -2.263 -3.159 1.171 -0.407
C -1.515 -4.152 1.934 -0.395
C -1.074 -3.658 3.323 -0.199
C -0.121 -2.452 3.260 -0.180
H -0.087 -0.442 2.218 0.079
H -1.829 0.498 -0.759 -0.040
H -2.399 0.169 1.545 0.072
H -0.639 -4.544 1.388 0.094
H -2.217 -4.979 2.057 0.103
H -0.563 -4.464 3.855 0.109
H -1.957 -3.392 3.906 0.111
H 0.808 -2.727 2.753 0.117
H 0.140 -2.116 4.266 0.123
Cl -0.968 3.545 2.513 0.539
C -1.722 3.835 0.947 -0.742
H -1.224 4.664 0.452 0.014
H -2.777 4.046 1.080 -0.005

[3]
64
Properties=species:S:1:pos:R:3:lowdin_charge:R:1 method="wB97M-V/def2-TZVPD" s2=2.0094 charge=+2 relative_energy_kj_mol=37.33 lumo_ev="-5.75 / -7.31" energy_ev=-109375.4582 homo_lumo_gap_ev="7.0 / 5.9" spin_multiplicity=3
Pd -0.032 0.205 0.365 0.428
I 2.270 -0.229 1.975 0.926
C 1.788 0.331 4.087 -1.092
I 0.762 -0.903 5.418 0.806
H 1.218 1.250 4.007 -0.051
H 2.743 0.539 4.598 -0.026
C -2.216 1.166 3.116 -0.006
C -2.675 0.503 1.879 -0.386
N -2.084 -0.006 0.797 -0.054
C -3.049 -0.712 0.086 -0.116
C -4.280 -0.604 0.728 -0.035
N -3.990 0.208 1.814 0.087
H -1.624 2.082 2.878 0.077
H -1.497 0.509 3.654 0.038
H -3.027 1.445 3.855 0.117
H -2.745 -1.322 -0.766 0.114
H -5.294 -1.002 0.541 0.136
H -4.683 0.452 2.541 0.184
C -0.538 3.860 0.574 -0.293
As 0.251 2.391 -0.338 1.059
C -0.822 2.269 -2.025 -0.230
C 2.001 2.797 -1.121 -0.302
C 1.969 3.333 -2.527 -0.321
C 1.499 4.648 -2.767 -0.065
C 1.517 5.161 -4.057 -0.059
C 2.049 4.389 -5.096 -0.063
C 2.523 3.097 -4.882 -0.060
C 2.495 2.593 -3.586 -0.061
H -0.524 4.829 0.065 0.044
H -0.074 4.018 1.566 0.039
H -1.615 3.624 0.769 0.047
H -0.920 3.311 -2.468 0.069
H -1.724 1.764 -1.747 -0.004
H -0.297 1.613 -2.689 0.015
H 2.542 1.859 -1.072 0.053
H 2.359 3.507 -0.392 0.076
H 1.221 5.334 -1.933 0.124
H 1.042 6.121 -4.198 0.111
H 2.098 4.712 -6.106 0.100
H 2.928 2.431 -5.694 0.132
H 2.886 1.623 -3.326 0.102
C -0.806 -5.426 2.032 0.036
N -0.007 -4.158 2.298 -0.183
C 1.491 -4.232 2.470 0.030
C -0.450 -2.954 1.491 -0.128
C 0.022 -2.852 0.054 -0.250
C -0.113 -3.844 -0.945 -0.056
C 0.300 -3.626 -2.220 -0.081
C 1.004 -2.469 -2.587 -0.042
C 1.032 -1.440 -1.643 -0.123
C 0.557 -1.615 -0.334 -0.311
H -0.672 -6.047 2.933 0.118
H -0.430 -5.884 1.080 0.108
H -1.840 -5.100 1.812 0.110
H -0.324 -3.895 3.252 0.165
H 1.974 -4.338 1.474 0.128
H 1.775 -5.096 3.037 0.103
H 1.753 -3.338 2.973 0.042
H -0.094 -2.106 2.101 0.058
H -1.589 -2.926 1.579 0.148
H -0.608 -4.822 -0.766 0.116
H -0.087 -4.323 -3.010 0.139
H 1.268 -2.274 -3.631 0.122
H 1.396 -0.433 -1.975 0.093

[4]
55
Properties=species:S:1:pos:R:3:lowdin_charge:R:1 method="wB97M-V/def2-TZVPD" charge=+1 lumo_ev=-5.36 energy_ev=-24248.1494 homo_lumo_gap_ev=5.3
C 3.236 -1.151 0.151 -0.059
C 2.589 -0.693 1.386 0.056
C 1.488 0.189 1.443 -0.110
C 0.399 -0.041 2.364 -0.168
C 0.297 -1.322 3.135 -0.023
C -0.600 0.910 2.500 0.018
C -0.626 2.076 1.721 -0.204
C -1.708 3.091 1.926 -0.019
C 0.366 2.245 0.750 0.021
C 1.387 1.322 0.564 -0.157
C 2.382 1.581 -0.521 -0.028
H 3.642 -2.165 0.267 0.103
H 2.516 -1.156 -0.672 0.101
H 4.089 -0.524 -0.150 0.098
H 2.897 -1.202 2.298 0.111
H -0.580 -1.282 3.798 0.093
H 0.162 -2.187 2.467 0.106
H 1.190 -1.495 3.750 0.091
H -1.394 0.753 3.234 0.136
H -1.561 3.954 1.268 0.088
H -2.701 2.669 1.725 0.104
H -1.716 3.453 2.964 0.103
H 0.342 3.135 0.119 0.130
H 2.175 2.558 -0.979 0.096
H 3.413 1.605 -0.135 0.082
H 2.324 0.833 -1.328 0.098
C 7.995 -5.161 1.699 -0.152
C 6.671 -5.882 1.350 -0.156
C 5.562 -5.075 2.055 -0.191
N 6.150 -3.777 2.342 -0.190
C 5.485 -2.961 3.339 -0.159
C 5.920 -1.508 3.173 -0.360
C 5.562 -0.480 4.254 -0.122
C 5.621 0.852 3.479 -0.150
C 5.478 0.492 1.997 -0.195
N 5.350 -0.971 1.965 -0.047
C 7.593 -3.915 2.515 -0.186
H 8.655 -5.806 2.291 0.107
H 8.525 -4.863 0.789 0.105
H 6.507 -5.868 0.268 0.103
H 6.674 -6.922 1.688 0.106
H 4.659 -4.970 1.434 0.111
H 5.269 -5.592 2.992 0.119
H 4.392 -3.036 3.200 0.121
H 5.732 -3.284 4.372 0.132
H 7.024 -1.516 3.096 0.137
H 4.554 -0.666 4.647 0.111
H 6.272 -0.511 5.085 0.119
H 4.844 1.541 3.813 0.106
H 6.603 1.318 3.621 0.113
H 4.598 0.955 1.540 0.073
H 6.346 0.855 1.419 0.123
H 5.813 -1.392 1.165 0.119
H 7.852 -4.076 3.584 0.123
H 8.126 -3.011 2.180 0.110

[5]
8
Properties=species:S:1:pos:R:3:lowdin_charge:R:1 method="wB97M-V/def2-TZVPD" relative_energy_kj_mol=455.48 lumo_ev="-0.15 / -0.15" energy_ev=-26641.5448 homo_lumo_gap_ev="7.7 / 7.7"
F 1.552 -0.684 -0.544 -0.303
P 0.778 0.400 0.285 0.827
C -0.912 0.366 -0.589 -0.809
F -1.472 1.606 -0.280 -0.199
S -1.859 -0.952 0.093 0.655
H 1.696 1.378 -0.006 -0.010
H 1.333 -0.095 1.381 -0.046
H -1.115 -2.019 -0.340 -0.116

[6]
13
Properties=species:S:1:pos:R:3:lowdin_charge:R:1 method="wB97M-V/def2-TZVPD" relative_energy_kj_mol=169.97 lumo_ev=0.27 energy_ev=-33151.9772 homo_lumo_gap_ev=10.2
C -1.716 -0.435 -0.036 0.000
C -2.919 -0.380 -0.161 -0.593
C -0.366 -0.889 0.187 -0.522
C 2.006 -0.393 0.204 -0.104
N 0.630 0.051 0.069 -0.324
O -0.128 -2.049 0.444 0.093
O -0.545 2.323 0.614 -0.526
S 0.534 1.777 -0.176 0.936
Cl -4.501 -0.116 -0.376 0.759
H -0.055 1.636 -1.482 0.024
H 2.507 0.164 0.998 0.084
H 2.012 -1.454 0.447 0.087
H 2.542 -0.236 -0.734 0.085

Repeat the fourth record exactly.
55
Properties=species:S:1:pos:R:3:lowdin_charge:R:1 method="wB97M-V/def2-TZVPD" charge=+1 lumo_ev=-5.36 energy_ev=-24248.1494 homo_lumo_gap_ev=5.3
C 3.236 -1.151 0.151 -0.059
C 2.589 -0.693 1.386 0.056
C 1.488 0.189 1.443 -0.110
C 0.399 -0.041 2.364 -0.168
C 0.297 -1.322 3.135 -0.023
C -0.600 0.910 2.500 0.018
C -0.626 2.076 1.721 -0.204
C -1.708 3.091 1.926 -0.019
C 0.366 2.245 0.750 0.021
C 1.387 1.322 0.564 -0.157
C 2.382 1.581 -0.521 -0.028
H 3.642 -2.165 0.267 0.103
H 2.516 -1.156 -0.672 0.101
H 4.089 -0.524 -0.150 0.098
H 2.897 -1.202 2.298 0.111
H -0.580 -1.282 3.798 0.093
H 0.162 -2.187 2.467 0.106
H 1.190 -1.495 3.750 0.091
H -1.394 0.753 3.234 0.136
H -1.561 3.954 1.268 0.088
H -2.701 2.669 1.725 0.104
H -1.716 3.453 2.964 0.103
H 0.342 3.135 0.119 0.130
H 2.175 2.558 -0.979 0.096
H 3.413 1.605 -0.135 0.082
H 2.324 0.833 -1.328 0.098
C 7.995 -5.161 1.699 -0.152
C 6.671 -5.882 1.350 -0.156
C 5.562 -5.075 2.055 -0.191
N 6.150 -3.777 2.342 -0.190
C 5.485 -2.961 3.339 -0.159
C 5.920 -1.508 3.173 -0.360
C 5.562 -0.480 4.254 -0.122
C 5.621 0.852 3.479 -0.150
C 5.478 0.492 1.997 -0.195
N 5.350 -0.971 1.965 -0.047
C 7.593 -3.915 2.515 -0.186
H 8.655 -5.806 2.291 0.107
H 8.525 -4.863 0.789 0.105
H 6.507 -5.868 0.268 0.103
H 6.674 -6.922 1.688 0.106
H 4.659 -4.970 1.434 0.111
H 5.269 -5.592 2.992 0.119
H 4.392 -3.036 3.200 0.121
H 5.732 -3.284 4.372 0.132
H 7.024 -1.516 3.096 0.137
H 4.554 -0.666 4.647 0.111
H 6.272 -0.511 5.085 0.119
H 4.844 1.541 3.813 0.106
H 6.603 1.318 3.621 0.113
H 4.598 0.955 1.540 0.073
H 6.346 0.855 1.419 0.123
H 5.813 -1.392 1.165 0.119
H 7.852 -4.076 3.584 0.123
H 8.126 -3.011 2.180 0.110